(1)
DFT (ωB97M-V/def2-TZVPD) results for a structure of composition C56H50N8O3P2SY.

Computed properties:
Net charge: +1
Electronic energy in eV: -107405.0740
Energy above the lowest of the compared OMol25 structures with the same formula, charge and spin in eV: 0.392
Max |F| in eV/A: 2.00
Kohn-Sham gap in eV: 6.60

Last column: Löwdin charge in e.
Element x y z (Å)
1 H 3.225 -0.602 -5.748  0.106
2 H -2.746 0.072 6.021  0.119
3 H -6.438 0.916 0.864  0.108
4 H -3.263 3.178 -2.896  0.081
5 O 1.488 -1.791 0.191  -0.207
6 C 1.599 -5.467 0.172  -0.268
7 H 2.824 3.472 -4.795  0.110
8 C -1.370 -1.498 3.374  -0.098
9 H -5.706 3.618 -5.320  0.038
10 C -4.686 -1.962 0.939  -0.048
11 C 2.166 -0.811 -5.647  -0.070
12 C 1.026 -3.010 0.279  -0.420
13 N -1.211 1.164 -2.899  -0.430
14 S -5.004 1.724 -6.641  0.815
15 C 3.978 3.021 -1.281  -0.181
16 H -1.601 -1.593 -5.273  0.106
17 H -4.803 -3.034 1.087  0.118
18 H 5.624 3.610 -2.539  0.123
19 H 4.121 6.562 0.196  0.113
20 H 1.310 6.647 -2.337  0.112
21 N 2.141 1.075 -0.408  0.061
22 O 0.314 -5.851 0.059  0.053
23 N 1.422 2.632 1.215  0.091
24 H 3.622 -2.768 0.495  0.107
25 H -0.281 5.092 -1.295  0.105
26 H -1.219 3.385 0.872  0.081
27 C -3.195 3.526 -1.872  -0.065
28 H -3.586 -0.077 -2.482  0.094
29 C -3.064 4.472 0.739  -0.073
30 H -4.937 -4.139 -2.456  0.109
31 H -5.061 4.577 -2.000  0.108
32 C 0.399 4.725 -2.057  -0.076
33 C -5.590 0.241 0.807  -0.061
34 C 4.076 5.563 -0.221  -0.055
35 C -0.722 0.694 3.408  -0.253
36 H -0.229 -5.032 0.152  0.055
37 C 2.164 2.331 0.202  -0.299
38 C 1.990 -4.123 0.287  -0.089
39 C -1.781 -2.935 -2.702  -0.115
40 C 3.910 -6.127 0.279  -0.074
41 H 2.442 4.930 1.025  0.118
42 C 3.349 -3.811 0.402  -0.034
43 C -2.335 -2.447 0.557  -0.089
44 C 2.576 -6.462 0.162  -0.011
45 C -4.153 4.797 -0.062  -0.076
46 C -5.998 2.568 -5.401  -0.421
47 C 0.158 -0.838 -4.284  -0.348
48 C 4.975 5.183 -1.226  -0.055
49 C 1.518 -0.573 -4.442  -0.114
50 N -1.097 -2.196 0.359  -0.102
51 C -3.409 -1.463 0.646  -0.162
52 C 3.080 3.374 -0.291  -0.095
53 C 0.095 1.761 2.791  -0.054
54 H -3.005 4.841 1.756  0.107
55 H -5.938 2.092 -4.421  0.027
56 C -2.809 -3.858 -2.615  -0.068
57 C -2.057 3.656 0.238  -0.118
58 H -2.651 -2.183 4.947  0.118
59 H -3.024 0.231 -4.971  0.096
60 C 0.368 3.384 -2.434  -0.335
61 C 3.020 0.833 -1.332  -0.149
62 H -2.609 -3.491 0.700  0.139
63 C -5.781 -1.129 1.024  -0.086
64 C -4.130 -3.417 -2.518  -0.070
65 H 1.949 -1.529 -7.659  0.111
66 P -0.632 -0.434 -2.693  0.987
67 P -0.705 2.155 -1.594  0.991
68 C -4.338 0.756 0.514  0.002
69 C 2.153 3.828 -4.018  -0.078
70 C -2.166 -0.093 5.123  -0.030
71 C 1.260 2.949 -3.419  -0.111
72 C 1.300 5.607 -2.647  -0.070
73 C -2.111 3.175 -1.070  -0.359
74 C 2.177 5.164 -3.629  -0.079
75 C 0.096 -1.608 -6.575  -0.056
76 H -0.890 1.444 -4.964  0.110
77 H -5.430 -1.712 -2.385  0.114
78 C 4.930 3.916 -1.761  -0.013
79 N 0.627 1.569 1.660  -0.074
80 H -6.763 -1.526 1.251  0.103
81 H -1.595 2.802 -4.143  0.105
82 C -3.370 2.085 -5.986  -0.523
83 C 1.450 -1.330 -6.717  -0.066
84 H -4.948 5.424 0.327  0.108
85 H 4.575 1.413 -2.484  0.162
86 H -3.763 1.453 -3.962  0.078
87 H -1.297 -2.464 2.891  0.111
88 C -3.007 1.296 -4.735  -0.273
89 H -0.757 -3.291 -2.764  0.114
90 O -2.026 0.406 0.150  -0.303
91 H -2.670 1.873 -6.798  0.080
92 N -0.247 -3.327 0.364  0.065
93 H -4.198 1.818 0.340  0.096
94 C -2.058 -1.563 -2.695  -0.377
95 C -0.546 -1.367 -5.367  -0.079
96 H 3.058 -0.164 -1.755  0.135
97 H 1.243 1.914 -3.743  0.074
98 N -0.691 -0.507 2.808  0.086
99 H 5.713 5.890 -1.588  0.116
100 H 2.253 -7.493 0.066  0.121
101 N 3.922 1.707 -1.777  0.148
102 H 4.652 -6.916 0.276  0.106
103 C -3.368 -1.134 -2.561  -0.097
104 H 2.869 5.857 -4.096  0.111
105 C 4.314 -4.795 0.406  -0.088
106 H -7.035 2.529 -5.735  0.033
107 H -3.312 3.160 -5.792  0.081
108 H 0.265 2.697 3.317  0.137
109 C -3.224 -0.085 0.433  -0.338
110 H -0.467 -2.015 -7.407  0.113
111 H -1.424 1.937 4.996  0.122
112 Y -0.025 -0.222 0.219  1.280
113 H 2.081 -0.170 -3.612  0.059
114 C 3.140 4.664 0.241  -0.010
115 C -1.639 1.717 -4.219  -0.243
116 H -2.584 -4.918 -2.620  0.112
117 C -1.437 0.947 4.555  -0.001
118 C -2.119 -1.337 4.532  -0.021
119 H 5.362 -4.539 0.508  0.100
120 C -4.217 4.322 -1.367  -0.067
121 C -4.408 -2.060 -2.486  -0.065

Forces on the atoms, in the same order (eV/Å):
H -0.052 -0.016 0.002
H 0.014 -0.003 -0.026
H 0.050 -0.047 0.003
H 0.007 0.033 0.136
O -0.343 -0.937 0.046
C -0.151 -0.089 -0.011
H -0.057 0.026 0.050
C 0.184 0.036 -0.072
H 0.008 -0.057 -0.025
C -0.055 -0.069 0.026
C -0.092 -0.014 0.007
C 0.112 0.228 -0.050
N -0.173 0.118 -0.391
S -0.125 -0.046 -0.029
C 0.246 -0.409 -0.368
H 0.018 -0.027 0.041
H 0.009 0.120 -0.017
H -0.065 0.039 0.074
H 0.003 -0.074 -0.032
H -0.001 -0.076 -0.041
N -0.018 0.325 0.162
O 0.206 0.036 0.025
N -0.235 -0.306 0.165
H -0.019 -0.023 0.007
H 0.032 -0.023 -0.065
H -0.040 0.010 -0.046
C -0.111 0.018 -0.009
H 0.019 -0.033 -0.013
C -0.014 -0.043 -0.074
H 0.040 0.036 -0.005
H 0.059 -0.015 0.058
C 0.038 0.075 0.028
C 0.010 0.003 -0.030
C 0.051 -0.024 -0.062
C 0.384 0.241 -0.356
H -0.103 -0.026 0.001
C 0.023 0.315 -0.043
C 0.117 0.125 -0.035
C -0.060 -0.048 -0.083
C 0.110 0.004 0.015
H 0.037 0.002 -0.041
C 0.064 -0.013 -0.015
C -0.408 0.101 0.000
C 0.072 -0.029 -0.005
C 0.025 -0.018 -0.050
C -0.160 0.067 0.083
C 0.161 -0.042 -0.099
C 0.007 0.102 0.036
C -0.011 -0.029 -0.105
N 0.230 -1.258 -0.005
C 0.145 -0.586 0.096
C -0.094 -0.377 0.154
C -0.343 -0.193 0.500
H -0.009 -0.015 -0.046
H 0.018 0.000 -0.061
C -0.100 0.092 0.021
C -0.048 0.062 0.061
H 0.020 0.051 -0.001
H -0.005 -0.004 0.043
C 0.022 0.054 -0.072
C -0.044 -0.097 0.301
H -0.097 -0.052 -0.019
C 0.083 0.128 -0.030
C 0.071 -0.030 -0.012
H -0.029 0.017 0.047
P -0.308 -0.001 -0.142
P 0.052 0.015 -0.388
C -0.278 0.045 0.043
C -0.123 0.030 0.105
C -0.026 0.158 0.137
C 0.054 0.053 -0.045
C 0.000 -0.047 -0.001
C -0.044 0.172 -0.029
C -0.039 -0.040 0.013
C -0.019 0.016 0.045
H 0.090 -0.018 -0.068
H 0.078 -0.028 0.002
C 0.062 0.004 -0.036
N 0.613 0.608 -0.317
H 0.064 0.048 -0.017
H 0.016 0.114 0.058
C 0.182 0.108 0.013
C -0.007 -0.007 0.004
H 0.054 -0.045 -0.022
H 0.074 0.030 -0.037
H -0.007 0.016 -0.042
H -0.018 0.002 0.011
C -0.049 -0.134 0.125
H -0.001 0.047 -0.018
O -1.233 -0.198 0.215
H 0.014 -0.023 0.047
N -0.368 0.421 -0.011
H -0.015 -0.064 0.015
C 0.064 -0.123 -0.031
C 0.026 0.040 -0.074
H -0.046 -0.025 -0.015
H -0.042 0.027 -0.010
N -0.016 0.064 -0.209
H -0.055 -0.043 0.041
H 0.054 0.087 0.009
N 0.033 0.273 0.077
H -0.008 0.014 -0.001
C -0.201 -0.034 0.056
H -0.061 -0.066 0.054
C -0.128 -0.160 -0.018
H 0.071 -0.018 0.014
H 0.031 0.022 -0.012
H -0.052 0.028 0.084
C 0.464 0.089 -0.082
H 0.046 0.018 0.044
H -0.020 -0.091 -0.019
Y 1.403 1.428 -0.026
H 0.017 -0.020 0.063
C -0.096 0.079 0.098
C 0.275 -0.152 0.229
H -0.011 0.059 -0.004
C -0.211 0.043 0.326
C -0.054 -0.121 0.009
H -0.060 -0.045 -0.011
C 0.056 -0.029 0.046
C 0.063 0.055 -0.042


(2)
DFT (ωB97M-V/def2-TZVPD) results for a cluster of 8 separate species, C56H52ClFN3O14 in total.

Computed properties:
Net charge: +1
Electronic energy in eV: -107273.7653
Energy above the lowest of the compared OMol25 structures with the same formula, charge and spin in eV: 0.000
Max |F| in eV/A: 1.84
Kohn-Sham gap in eV: 7.30

Last column: Löwdin charge in e.
Element x y z (Å)
1 H 3.533 6.015 0.129  0.098
2 C -4.307 2.835 -0.552  -0.192
3 C 3.530 1.103 -3.835  -0.392
4 O 5.358 -5.415 -5.464  0.119
5 H -2.333 -6.882 -2.623  0.124
6 O -4.572 -8.106 -2.145  0.120
7 O 6.132 4.148 -4.610  0.123
8 H -6.228 -0.916 4.756  0.121
9 N -2.516 5.135 -0.268  0.176
10 C -2.929 2.378 -1.197  -0.110
11 H 6.972 9.386 1.553  0.126
12 O -7.505 -11.868 3.920  0.121
13 H -2.094 6.045 -0.454  0.125
14 O 2.756 0.193 -3.602  0.071
15 C -7.489 -8.314 1.916  -0.375
16 H 8.573 6.014 -1.605  0.122
17 C 8.919 5.515 0.501  -0.387
18 C -4.537 -1.800 5.676  0.024
19 Cl 1.757 4.399 2.171  0.817
20 H -1.765 0.044 -0.205  0.130
21 C -0.753 0.435 -0.459  -0.106
22 C 5.408 8.011 2.235  -0.383
23 H 1.882 0.684 -0.853  0.066
24 H 3.802 6.554 2.541  0.093
25 H -8.260 -7.474 3.785  0.122
26 C -3.104 -5.170 0.276  -0.363
27 C 5.096 7.389 -0.550  -0.393
28 C -4.137 -7.232 -1.426  -0.374
29 O -7.484 -7.254 1.319  0.078
30 N -0.509 4.545 0.797  -0.013
31 C -2.842 -2.821 4.092  0.025
32 H 1.228 1.723 1.180  0.110
33 H -3.312 -2.676 2.035  0.081
34 C 11.255 5.524 1.246  0.027
35 H 0.066 -1.545 -0.294  0.131
36 H 4.149 -5.273 -1.172  0.122
37 H -2.986 1.289 -1.333  0.094
38 C -2.852 -6.555 -1.730  0.028
39 C 9.967 5.343 1.532  0.020
40 H -9.783 1.353 0.326  0.059
41 H -5.802 -7.304 -0.003  0.082
42 H -4.983 0.685 -0.649  0.111
43 H -4.904 -5.518 1.472  0.124
44 O -2.565 -2.845 6.429  0.112
45 C -5.289 -1.442 4.638  0.020
46 O 3.772 -2.703 -1.201  0.083
47 C 6.244 8.666 1.201  0.025
48 C -7.044 -9.568 1.262  0.021
49 C -7.808 1.078 -0.147  -0.272
50 C -7.050 -10.727 1.914  0.031
51 H -4.821 -1.586 6.699  0.124
52 O 4.961 7.126 -1.727  0.102
53 C -4.866 -6.802 -0.210  0.033
54 H 4.982 -2.847 -5.493  0.125
55 H -1.901 -3.343 3.968  0.125
56 C 4.135 -3.328 -2.179  -0.371
57 C 3.501 1.827 -5.127  0.021
58 H 4.233 -1.579 -3.487  0.089
59 C -3.596 -2.464 3.057  0.001
60 H -9.487 1.534 -1.251  0.063
61 H -7.784 0.212 -0.843  0.112
62 C 4.790 -3.327 -4.541  0.032
63 C 4.405 7.023 1.773  0.012
64 C 5.388 2.517 -3.088  0.031
65 H -2.916 4.847 -1.166  0.109
66 H 12.035 5.404 1.987  0.125
67 C -2.373 -5.599 -0.939  0.019
68 C -1.577 4.161 0.059  -0.182
69 H -0.019 0.173 2.264  0.073
70 H -6.729 -11.653 1.453  0.127
71 H -6.718 2.302 -1.657  0.113
72 C 4.741 -5.475 -3.195  0.027
73 H 4.897 -6.546 -3.175  0.125
74 H -6.936 3.034 -0.004  0.116
75 H 10.979 6.353 -2.142  0.125
76 H 0.933 -1.388 2.120  0.093
77 H -2.873 2.829 -2.214  0.131
78 C 0.426 2.384 0.839  -0.009
79 H 2.757 1.504 -5.844  0.123
80 C -4.871 -1.749 3.249  -0.388
81 C 0.282 -0.553 0.159  -0.374
82 H -0.720 0.464 -1.570  0.146
83 C 4.341 -4.794 -2.124  0.021
84 C 11.693 5.903 -0.119  -0.384
85 H -1.437 -5.093 -1.144  0.118
86 O 7.743 5.352 0.763  0.085
87 H -4.159 3.457 0.355  0.106
88 C 0.480 3.708 1.214  -0.550
89 H -8.272 -9.641 5.007  0.125
90 H -6.717 -9.486 0.232  0.119
91 C 1.781 -0.239 -0.255  -0.064
92 C -6.714 2.102 -0.566  -0.222
93 C -4.385 -5.845 0.580  0.037
94 H -7.686 0.773 0.907  0.112
95 O -2.666 -4.292 0.999  0.064
96 C 10.641 6.075 -1.151  0.027
97 C 4.996 -4.795 -4.489  -0.384
98 C 4.261 6.735 0.483  0.008
99 C -5.262 1.641 -0.171  -0.190
100 C -7.501 -10.814 3.325  -0.383
101 H -4.859 3.492 -1.259  0.104
102 H 6.132 2.839 -2.370  0.125
103 F -0.450 5.837 1.168  0.093
104 H 9.628 5.066 2.522  0.122
105 C -1.702 2.799 -0.359  -0.052
106 C 0.118 -0.767 1.697  -0.063
107 H 6.701 8.845 -0.859  0.125
108 H 2.215 -1.129 -0.736  0.053
109 H -5.290 1.555 0.936  0.110
110 C 4.538 1.524 -2.835  0.017
111 O 12.864 6.066 -0.382  0.120
112 H 4.345 3.360 -6.320  0.126
113 H -0.803 -1.377 1.845  0.070
114 C 6.098 8.377 -0.091  0.017
115 N -9.122 1.767 -0.329  -0.028
116 C -3.251 -2.520 5.484  -0.386
117 H 2.332 -0.086 0.701  0.080
118 C -7.939 -8.399 3.324  0.022
119 C 4.350 2.820 -5.382  0.030
120 C 5.360 3.244 -4.381  -0.381
121 O -5.542 -1.424 2.291  0.090
122 C 9.354 5.894 -0.864  0.018
123 C 4.390 -2.648 -3.469  0.026
124 C -0.648 1.883 0.031  -0.065
125 C -7.946 -9.559 3.978  0.027
126 H 4.542 0.983 -1.896  0.120
127 O 5.539 8.271 3.412  0.116

Forces on the atoms, in the same order (eV/Å):
H 0.031 -0.004 -0.057
C -0.090 -0.537 0.114
C -0.063 -0.010 0.014
O -0.028 0.035 0.063
H -0.030 -0.028 -0.003
O 0.042 0.035 0.050
O -0.036 -0.073 0.020
H -0.006 -0.012 -0.027
N 1.152 -0.403 -1.116
C -0.430 0.881 0.469
H -0.022 -0.013 0.055
O 0.008 0.067 -0.036
H -0.097 -0.036 0.554
O -0.006 0.132 -0.044
C -0.074 0.050 -0.015
H -0.028 -0.016 0.021
C -0.050 -0.004 -0.003
C -0.126 0.079 -0.072
Cl -0.867 -0.498 -0.604
H 0.502 0.418 -0.094
C 0.181 -0.157 0.848
C 0.123 0.061 0.175
H 0.019 -0.621 -0.027
H 0.052 0.057 0.072
H 0.000 0.016 -0.043
C -0.026 -0.001 0.038
C 0.093 -0.043 -0.192
C -0.050 -0.071 -0.046
O -0.039 -0.109 0.144
N -0.068 -0.839 0.041
C 0.070 -0.035 -0.044
H -0.377 0.376 -0.193
H -0.098 0.041 0.182
C -0.110 -0.036 0.110
H -0.073 0.643 0.192
H 0.001 0.038 0.014
H 0.367 0.529 0.069
C 0.138 0.087 -0.033
C 0.098 -0.006 0.061
H -0.008 0.193 -0.159
H 0.030 0.136 -0.056
H -0.104 0.404 0.264
H -0.009 0.010 -0.009
O -0.048 0.050 -0.045
C -0.030 0.009 0.124
O 0.030 -0.089 -0.018
C 0.029 0.007 -0.209
C 0.037 -0.063 -0.024
C -0.245 0.896 -1.319
C 0.044 0.069 -0.140
H 0.037 -0.026 0.012
O -0.050 -0.033 0.069
C 0.050 -0.031 0.004
H 0.016 -0.049 -0.017
H -0.006 -0.019 0.030
C -0.004 0.042 0.035
C 0.018 0.085 -0.078
H -0.065 -0.027 0.059
C 0.178 0.142 -0.007
H 0.073 0.180 0.190
H 0.359 0.116 0.790
C -0.041 0.115 0.083
C -0.114 -0.109 -0.151
C -0.037 -0.101 0.129
H -0.464 0.099 0.511
H 0.030 0.012 -0.038
C 0.021 -0.032 -0.084
C -0.649 -0.306 -0.709
H 0.283 -0.474 -0.157
H -0.014 -0.018 0.040
H -0.328 -0.049 0.546
C -0.047 -0.008 0.153
H 0.017 0.005 -0.047
H 0.136 -0.368 -0.537
H 0.043 -0.003 0.018
H -0.262 0.614 -0.305
H 0.246 -0.307 0.525
C -0.383 -0.118 -0.275
H -0.003 -0.035 0.022
C -0.011 0.011 0.013
C 0.731 -0.313 -0.505
H 0.222 -0.129 0.576
C 0.009 -0.112 -0.023
C 0.181 0.022 -0.033
H -0.002 0.011 0.036
O -0.065 0.028 -0.004
H 0.041 -0.435 -0.519
C 0.620 -0.216 0.256
H 0.008 -0.048 -0.006
H -0.027 -0.004 -0.011
C -0.608 -0.058 1.198
C 0.596 -0.940 0.791
C -0.041 -0.028 0.031
H 0.032 0.035 -0.548
O 0.169 -0.258 -0.308
C -0.145 0.010 -0.067
C 0.053 -0.086 -0.161
C -0.065 -0.016 0.171
C -0.774 1.480 0.098
C -0.014 -0.162 0.089
H 0.446 -0.404 0.260
H 0.011 0.038 -0.028
F -0.040 0.018 -0.105
H -0.038 0.005 -0.015
C 1.196 -0.550 0.626
C -0.889 -0.463 -0.477
H -0.030 -0.025 -0.035
H -0.026 0.737 -0.030
H 0.338 -0.454 -0.663
C 0.075 0.047 0.067
O -0.076 -0.009 0.014
H 0.041 0.023 0.019
H 0.429 0.506 0.075
C 0.089 0.098 0.172
N 0.086 -0.718 0.410
C 0.074 -0.078 0.096
H -0.011 -0.034 -0.715
C -0.024 -0.036 0.102
C -0.131 -0.091 -0.044
C 0.125 0.158 -0.050
O -0.174 0.171 -0.048
C 0.048 0.039 -0.089
C 0.119 -0.025 -0.135
C -1.295 1.270 -0.290
C -0.027 0.160 0.016
H -0.021 -0.046 -0.023
O -0.047 -0.041 -0.066